No. 1
A structure of composition C3H3INO2. Source: the Open Molecules 2025 dataset; level of theory: wB97M-V/def2-TZVPD.

Each line ends with the natural charge from an NBO analysis.
Geometry (Å):
C -0.99459 -0.09067 0.27999  -0.4582
C 0.94480 3.25993 1.82888  1.0112
C 1.14835 0.96606 -0.33998  -0.1381
N 0.00419 0.44116 -0.37378  -0.3616
O 1.70450 3.88046 1.18481  -0.5766
O -0.05780 2.92567 2.30707  -0.5489
I 2.31646 0.91175 1.80905  -0.4429
H -0.97531 -0.08883 1.39672  0.1612
H -1.71533 -0.58975 -0.22657  0.1559
H 1.63292 1.69078 -0.98159  0.1980

Cartesian forces (eV/Å) of the 6 atoms listed first:
2.648 1.403 2.389
-0.359 1.092 -1.603
-1.598 -1.595 -0.577
1.133 1.249 -0.100
0.242 0.154 0.581
-0.409 -0.246 0.938

## Properties
ΔE to the lowest compared entry with this formula, charge and spin in kcal per mole: 19.42
E_tot in Eh: -619.038279
HOMO level in Eh: -0.0877
LUMO level in eV: 3.31
Total charge: -1
HOMO-LUMO gap in eV: 5.70

---

No. 2
The ion C28H56BrNO4P with charge +1. Source: the Open Molecules 2025 dataset; level of theory: wB97M-V/def2-TZVPD.

Each line ends with the Mulliken charge.
Geometry (Å):
C 2.66316 4.89833 1.38010  -0.5685
C 3.76546 3.76290 1.75490  -0.6235
C 3.70020 2.68550 0.55254  0.5864
C 4.57766 3.09427 -0.72420  -0.6054
C 4.46374 2.05444 -1.93963  -0.9265
C 2.96748 1.60519 -2.29469  0.3539
C 2.17623 2.70513 -3.16248  -0.8256
C 1.21291 3.65732 -2.30161  -0.2125
C 0.11819 2.70811 -1.56810  1.1672
C -1.13596 3.51498 -0.98962  -0.8146
C -2.45726 2.57543 -0.86564  -0.7008
C -2.73500 2.04805 0.62695  -1.2598
C -2.32602 0.52142 0.90467  -0.9482
O -3.22278 0.15509 2.00537  -0.6001
N -2.86837 -0.37348 -0.19374  -0.1768
C -1.63529 -0.78851 -0.96212  -0.7446
C -1.95009 -2.31060 -1.34258  -0.3208
C -3.19930 -2.41512 -2.33814  -0.7567
C -4.61071 -2.66724 -1.62941  -0.5576
O -4.52094 -3.26415 -0.30514  -0.2902
C -5.78736 -2.94113 0.31922  0.5431
C -6.00410 -1.56802 1.13765  -0.5076
O -6.75840 -3.69782 0.21236  -0.5260
C -0.30045 -0.45594 -0.11329  1.4359
C -0.81357 0.14909 1.31612  0.8730
C -0.91258 -1.09859 2.36374  -0.3543
C 0.49532 -1.84474 2.58080  -0.7198
C 0.48777 -3.39128 2.10416  -0.3130
C 2.04276 -3.82965 1.91461  -0.5831
C 2.21948 -5.19073 1.09665  -0.7851
C 2.14741 -5.04076 -0.49648  -0.4283
C 2.73059 -3.66358 -1.07948  -0.6686
P 0.16469 1.59519 2.05713  0.4825
O 1.70400 1.09173 2.60767  -0.4628
Br -1.01847 2.19235 3.93665  -0.2498
H 3.05794 5.37842 0.41185  0.2299
H 1.62733 4.45134 1.19542  -0.0897
H 2.56171 5.65179 2.22855  0.3680
H 4.80307 4.24331 1.86158  0.3674
H 3.47339 3.20935 2.71042  0.1978
H 3.94906 1.63048 0.90572  0.3815
H 2.60133 2.68892 0.20362  -0.7511
H 4.34265 4.13640 -1.12459  0.1959
H 5.66771 3.10462 -0.39265  0.3969
H 4.96985 2.50927 -2.86797  0.3350
H 5.04807 1.11494 -1.61475  0.3316
H 3.06317 0.68061 -2.97684  0.3271
H 2.41704 1.25407 -1.36413  -0.4731
H 1.56384 2.20998 -3.99919  0.3441
H 2.96003 3.35778 -3.70117  0.4082
H 0.71617 4.46479 -2.93533  0.4047
H 1.85277 4.12164 -1.46578  -0.0567
H -0.15987 1.87926 -2.31145  0.0172
H 0.67399 2.28404 -0.65178  -1.1450
H -0.89292 3.99701 0.02752  0.1518
H -1.43087 4.34339 -1.73450  0.4043
H -3.34272 3.25964 -1.14059  0.4825
H -2.42878 1.76625 -1.66508  0.3329
H -3.87724 2.10290 0.78098  0.4916
H -2.28930 2.80103 1.35409  0.4843
H -3.30972 0.95740 2.56477  0.5413
H -3.68871 -0.01716 -0.71972  0.7108
H -3.13864 -1.21554 0.36095  0.5813
H -1.60438 -0.24437 -1.96734  0.2520
H -2.02307 -2.95309 -0.40622  0.2997
H -1.03845 -2.70792 -1.92612  0.3941
H -3.30836 -1.45272 -2.96523  0.2600
H -2.95459 -3.23591 -3.09571  0.4116
H -5.14470 -1.64774 -1.52406  0.2330
H -5.29721 -3.34516 -2.25854  0.4219
H -5.67223 -1.66513 2.22049  0.2551
H -7.14039 -1.40202 1.15440  0.3638
H -5.52380 -0.66830 0.62428  0.0513
H 0.19144 -1.49819 -0.08402  -0.1501
H 0.52273 0.14067 -0.65290  -1.1272
H -1.28062 -0.74725 3.39613  0.4512
H -1.65174 -1.87403 1.97276  0.1873
H 1.30427 -1.33413 1.93889  0.2085
H 0.80854 -1.72662 3.67851  0.4501
H 0.13182 -3.98426 3.02354  0.4067
H -0.14090 -3.57606 1.17510  -0.0075
H 2.40922 -4.04978 2.98664  0.3486
H 2.67389 -2.95840 1.54692  0.2595
H 3.16319 -5.74144 1.43964  0.3642
H 1.34456 -5.87565 1.39981  0.2366
H 1.11496 -5.19324 -0.94765  0.2759
H 2.81205 -5.87775 -0.92904  0.3471
H 3.18091 -3.91249 -2.11020  0.3676
H 1.84840 -2.96208 -1.29625  -0.0592
H 3.54968 -3.18599 -0.45530  0.2614
H 1.55407 0.84001 3.55647  0.3549

Cartesian forces (eV/Å) of the 6 atoms listed first:
0.979 -0.312 0.283
-1.062 -0.284 -0.817
-0.266 0.769 -0.460
0.284 -0.435 0.016
-0.058 -0.239 0.694
0.565 -0.277 -1.234

## Properties
ΔE to the lowest compared entry with this formula, charge and spin in kcal per mole: 64.67
E_tot in Eh: -4371.141946
HOMO level in Eh: -0.4370
LUMO level in eV: -2.65
Total charge: +1
HOMO-LUMO gap in eV: 9.25

---

No. 3
A structure of composition C12H26GaNO3P2. Source: the Open Molecules 2025 dataset; level of theory: wB97M-V/def2-TZVPD.

Each line ends with the Mulliken charge.
Geometry (Å):
Ga -0.25023 -0.79560 1.08833  0.3184
P 2.22433 -0.87457 1.09876  0.6421
C 2.16511 -1.52928 -0.58567  -0.9130
C 0.96505 -1.81255 -1.30509  0.9508
N -0.22191 -1.36180 -0.73485  0.2736
C -1.37565 -1.39913 -1.43543  0.7740
C -1.47340 -2.20687 -2.55903  -0.8336
C -0.31626 -2.65725 -3.17989  -0.4337
C 0.91467 -2.36830 -2.62432  -0.9042
C -2.58383 -0.71552 -0.86986  -1.3198
P -2.15690 0.89784 0.06461  0.4500
H 1.85392 -2.54149 -3.15157  0.4843
H -2.46528 -2.46967 -2.93969  0.5148
H -0.36892 -3.24266 -4.07665  0.4945
H -3.26482 -0.47379 -1.70890  0.5982
H -3.10035 -1.39159 -0.14583  0.4127
H 2.20751 1.91358 -3.76120  0.2839
H 3.02713 -1.29968 -1.23149  0.3531
H 0.00427 4.76379 -0.27143  0.3257
O 2.69371 2.73316 -3.96514  -0.6105
H 3.60309 2.73582 -3.58019  0.3302
H -0.05261 0.59421 1.36519  0.1073
O 0.65633 4.80737 0.43771  -0.5808
H 0.74677 3.78961 0.57054  0.2693
C -2.27872 2.10296 -1.35148  -1.1369
H -3.15397 1.96336 -2.02294  0.3767
H -2.27026 3.11620 -0.91496  0.3758
H -1.34316 1.98470 -1.92219  0.3830
C -3.66311 1.23635 1.09565  -1.1326
H -3.62412 2.30227 1.37726  0.4136
H -4.64304 1.01658 0.63135  0.3986
H -3.54222 0.63618 2.01429  0.3242
C 2.28752 -2.31816 2.19335  -1.1041
H 3.34097 -2.59370 2.32319  0.4506
H 1.84745 -2.09212 3.16710  0.3071
H 1.70039 -3.12381 1.72191  0.3804
C 3.45728 0.44502 1.43208  -0.9854
H 3.27851 0.84929 2.43277  0.3723
H 4.50224 0.10085 1.41375  0.4012
H 3.33607 1.31065 0.76271  0.3692
C -0.49851 -0.34489 3.85211  -0.8250
O -0.95549 -1.08764 2.72596  -0.3059
H -1.33342 0.16403 4.34238  0.2834
H 0.30627 0.41955 3.75577  0.3531
H -0.18240 -1.18329 4.47102  0.3132

Cartesian forces (eV/Å) of the 6 atoms listed first:
0.003 -1.027 1.046
-0.708 -0.444 -0.681
1.113 1.012 -0.417
-0.549 0.353 -0.340
-0.024 -0.718 -0.868
-0.215 -0.999 0.616

## Properties
E_tot in Eh: -3360.080777
HOMO level (spin up / spin down) in Eh: -0.5631 / -0.5622
LUMO level (spin up / spin down) in eV: -9.34 / -9.03
Total charge: +2
HOMO-LUMO gap (spin up / spin down) in eV: 5.98 / 6.27

---

Values of largest force on an atom, in order: 3.83 4.62 3.78, all in eV/A.